Formula: C29H54F16O17P3
Source: OMol25
Level of theory: ωB97M-V/def2-TZVPD

```
119
Properties=species:S:1:pos:R:3:forces:R:3
O 9.938 11.400 7.406 -1.026 0.504 0.988
C 10.707 11.118 6.318 3.966 -1.535 -2.538
O 10.522 10.097 5.638 -2.952 -1.496 0.485
O 11.737 11.759 6.092 0.100 2.954 1.522
H 9.410 10.602 7.481 -0.271 -0.166 -0.056
C 12.726 14.036 -0.365 -0.113 -0.063 -0.405
C 12.136 15.114 0.622 -0.309 -2.097 -1.148
O 12.820 15.044 1.858 -0.083 0.703 0.888
P 12.268 14.187 3.106 1.092 -3.366 2.118
O 12.508 12.683 3.133 -0.051 3.847 -0.854
O 12.863 14.979 4.414 -0.266 -0.666 -2.284
C 14.151 14.583 4.913 -0.068 0.361 -0.264
C 14.599 15.740 5.734 -0.494 0.522 1.211
O 10.745 14.566 3.257 0.555 0.244 -0.355
C 10.047 14.142 4.420 -3.288 0.835 0.832
C 8.828 15.145 4.527 1.167 -0.445 0.351
H 13.563 13.410 -0.056 0.059 0.489 1.082
H 12.045 13.250 -0.693 -0.559 0.393 -0.011
H 13.145 14.516 -1.249 -0.338 0.187 -0.203
H 12.141 16.050 0.062 0.916 0.558 0.870
H 11.072 15.009 0.836 -0.097 -0.591 -0.225
H 13.997 13.647 5.450 0.370 -0.024 0.053
H 14.926 14.507 4.150 -0.416 -0.630 -0.583
H 15.599 15.544 6.121 -0.078 0.217 0.278
H 14.547 16.705 5.232 0.444 -0.233 -0.677
H 13.853 15.911 6.510 0.294 -0.297 0.645
H 9.585 13.156 4.359 0.498 -0.258 -0.885
H 10.532 14.080 5.394 1.040 0.426 -0.488
H 8.070 14.678 5.156 -0.207 0.099 -0.173
H 9.119 16.085 4.995 0.179 0.002 0.133
H 8.455 15.426 3.542 -0.182 -0.435 -0.027
C 8.268 10.232 10.007 0.037 -0.346 -0.195
C 7.262 9.799 9.010 -1.630 -0.518 0.382
O 7.207 8.323 9.108 0.186 -0.299 0.115
P 6.386 7.368 8.185 0.080 -1.462 -0.127
O 5.985 7.918 6.899 -0.523 0.336 -0.517
O 5.141 6.856 9.112 0.757 1.115 0.269
C 4.249 5.859 8.623 0.936 -1.960 -0.108
C 4.446 4.570 9.466 -0.727 -0.231 0.156
O 7.332 6.022 7.978 -0.901 1.097 0.621
C 7.352 5.506 6.620 1.231 0.673 -0.886
C 8.571 6.112 5.858 -1.036 0.246 0.797
H 8.326 11.320 9.955 0.531 -0.062 -0.053
H 7.902 9.953 10.995 0.339 -0.097 0.067
H 9.150 9.664 9.711 0.514 0.740 0.633
H 6.290 10.132 9.375 -0.243 0.126 -0.556
H 7.443 10.149 7.994 -0.044 -0.415 -0.026
H 3.177 6.049 8.675 0.198 1.090 0.248
H 4.495 5.752 7.567 -0.258 -0.523 -0.093
H 3.724 3.775 9.282 -0.164 -0.007 -1.102
H 5.420 4.080 9.455 0.142 0.529 -0.060
H 4.106 4.736 10.489 0.705 0.678 0.331
H 7.640 4.454 6.619 -0.820 -0.239 0.686
H 6.367 5.703 6.197 0.316 -0.247 -0.393
H 9.404 5.799 6.488 0.395 0.171 -0.372
H 8.676 5.734 4.841 -0.046 -0.227 0.126
H 8.539 7.201 5.806 0.013 -0.009 0.075
C 17.840 8.167 9.151 0.071 -1.560 -1.122
C 16.769 8.514 8.075 1.666 1.215 1.443
O 17.092 9.926 7.795 -1.405 0.724 0.653
P 15.870 10.967 7.644 -0.038 0.329 1.562
O 14.979 10.688 6.548 -0.229 0.135 -1.205
O 16.641 12.412 7.574 -0.874 -0.835 0.273
C 17.187 13.064 8.727 1.050 0.359 0.360
C 18.245 14.121 8.272 -0.741 -2.087 -0.188
O 15.046 10.906 9.069 1.159 0.109 -1.254
C 13.726 11.524 9.108 -0.425 0.485 0.823
C 12.567 10.526 9.186 0.740 -0.422 -0.104
H 18.818 8.172 8.670 0.126 0.393 0.099
H 17.888 8.713 10.094 -0.508 0.531 -0.442
H 17.728 7.123 9.443 -0.238 -0.246 0.051
H 16.911 8.036 7.106 -0.111 -0.461 0.408
H 15.789 8.339 8.517 -0.228 0.432 -0.479
H 16.474 13.545 9.397 -0.684 -0.205 -0.450
H 17.697 12.305 9.320 0.041 -0.018 0.183
H 19.091 13.479 8.029 0.447 0.539 -0.131
H 17.893 14.561 7.339 0.060 0.478 0.294
H 18.489 14.804 9.086 -0.092 0.106 -0.292
H 13.784 12.177 9.980 -0.109 -0.327 0.434
H 13.540 12.254 8.320 0.229 -0.556 -0.676
H 12.651 9.761 9.958 0.538 0.168 0.414
H 11.616 11.018 9.394 0.069 0.221 -0.511
H 12.540 9.954 8.258 -0.383 0.348 -0.269
C 10.316 13.681 10.478 -0.129 0.498 0.466
C 11.474 14.728 10.315 -2.270 -2.862 2.246
C 12.044 15.077 11.755 -3.284 1.013 -0.020
F 12.100 14.115 12.700 -0.683 -1.479 -0.363
F 13.243 15.510 11.682 3.483 1.589 -0.904
F 12.400 14.135 9.620 1.947 -0.651 -1.349
F 11.008 15.762 9.633 0.396 1.426 0.144
O 9.341 14.228 11.428 -2.054 -0.017 -1.592
C 8.143 14.866 10.891 2.383 -1.975 -2.119
C 7.812 15.796 11.971 -1.189 0.636 2.295
F 8.786 16.696 12.024 1.053 0.848 0.179
F 6.671 16.494 11.822 -0.604 -0.184 -0.607
F 8.470 15.576 9.776 -0.611 -0.671 0.412
F 7.116 14.005 10.515 1.600 0.922 0.919
H 10.726 12.761 10.893 -0.021 0.213 0.439
H 9.871 13.353 9.538 0.008 0.564 -0.287
H 11.379 15.834 12.172 -0.101 0.313 -0.053
H 7.750 15.275 12.926 0.053 -0.179 0.028
C 12.605 4.325 10.411 -0.414 -0.056 0.864
C 14.116 4.475 10.683 -1.777 0.008 0.713
C 14.449 5.403 11.867 -2.544 3.654 -1.221
F 13.631 5.160 12.958 1.193 -1.513 0.025
F 15.739 5.544 12.117 0.961 -1.223 0.777
F 14.561 3.280 11.073 0.646 -1.663 -0.089
F 14.666 4.787 9.503 1.086 0.592 0.105
O 11.875 5.527 10.338 -0.974 1.672 -1.971
C 11.893 6.373 9.128 3.771 -1.099 3.403
C 10.627 7.160 9.109 -3.864 -1.499 -1.320
F 10.288 7.754 10.253 1.126 0.644 0.846
F 10.423 7.992 8.077 1.416 0.813 -0.125
F 13.004 7.145 9.307 -0.358 0.653 -0.151
F 12.185 5.645 8.073 -1.078 -0.325 -0.863
H 12.135 3.857 11.275 0.314 -0.202 0.078
H 12.451 3.646 9.573 0.239 0.216 -0.280
H 14.092 6.416 11.684 0.155 0.103 -0.995
H 9.816 6.452 8.938 0.120 -0.832 0.195
```
Positions in Å, forces in eV/Å.

Computed properties:
* net charge: -1
* energy above the lowest of the compared OMol25 structures with the same formula, charge and spin: 395.6 kJ/mol
* LUMO: 2.19 eV
* max |F|: 0.1011 hartree/bohr

Formula: C29H54FN4O5S3
Source: OMol25
Level of theory: ωB97M-V/def2-TZVPD

```
96
Properties=species:S:1:pos:R:3:forces:R:3
C -0.594 -1.201 -1.094 -0.562 -0.264 -0.954
C -0.569 -1.092 -2.763 1.242 0.634 0.107
C -1.005 0.404 -3.308 0.008 0.420 1.470
C -2.644 0.689 -3.139 2.553 0.183 -1.372
N -3.369 -0.545 -3.609 -2.547 0.650 -1.178
C -4.164 -1.239 -2.541 -0.214 -0.981 0.096
C -5.247 -0.321 -1.730 -0.698 -1.715 0.712
C -5.274 -0.917 -0.167 -0.532 -0.188 0.308
C -4.717 0.166 0.937 -2.161 0.370 -1.062
N -3.414 -0.216 1.603 6.695 1.745 4.771
N -2.663 -1.382 1.599 1.702 -0.787 0.764
C -1.359 -1.458 2.376 -5.497 5.552 -1.115
C -0.273 -2.668 2.583 -0.332 0.227 0.391
C -0.320 -3.846 1.443 0.982 -0.741 0.034
C 1.184 -3.893 0.711 -0.286 0.378 0.940
C 1.181 -4.811 -0.649 -0.172 0.685 -0.074
O 1.569 -6.224 -0.439 0.904 2.106 -0.329
C 2.989 -6.313 -0.053 0.169 0.696 1.434
N -1.367 -0.030 2.955 -2.441 -1.402 -2.101
C -0.253 0.461 3.858 0.839 0.688 1.285
C 0.658 1.674 3.225 0.234 0.049 0.277
C 2.035 1.132 2.482 -0.233 1.251 -0.826
C 2.078 1.844 0.969 0.062 0.342 0.083
C 2.488 3.453 1.068 -0.633 -0.269 -1.121
C 4.063 3.685 0.662 0.183 0.903 -0.896
C 4.835 4.845 1.525 0.765 0.054 0.790
C 4.715 4.434 3.109 -1.644 -0.043 -0.521
O 5.699 5.074 3.996 -1.763 -1.837 2.631
C 5.471 4.748 5.413 4.460 3.095 4.058
C 4.267 3.804 6.014 -0.410 0.028 -0.506
O 6.311 5.318 6.308 -5.430 -3.697 -6.078
C -2.628 0.732 2.514 2.355 -4.480 -1.220
S -3.191 2.466 2.947 -7.533 4.089 1.024
O -3.758 3.268 1.731 3.736 -3.700 4.185
O -4.343 2.301 4.011 5.752 -0.087 -3.903
F -1.963 3.416 3.694 -1.959 -2.692 -1.809
C -4.102 -0.367 -4.911 -0.029 -0.506 0.281
S -5.777 -0.438 -5.179 2.924 0.081 0.785
S -3.020 -0.070 -6.453 -0.276 -1.091 1.625
C -1.701 -1.439 -6.490 1.093 -0.448 0.127
C -0.243 -0.799 -6.903 0.928 -0.459 0.318
C 0.953 -1.602 -6.087 0.700 -0.403 -0.482
H -1.141 -0.295 -0.593 1.052 -1.549 -1.000
H 0.512 -1.257 -0.714 -2.260 0.036 -0.532
H -1.218 -2.164 -0.836 1.490 1.862 -0.189
H -1.159 -1.976 -3.259 0.988 1.901 1.008
H 0.572 -1.223 -3.057 -2.447 0.149 0.469
H -0.483 1.177 -2.565 -0.914 -1.532 -1.594
H -0.602 0.668 -4.374 -1.002 -0.841 1.917
H -2.791 0.967 -2.012 -0.279 -0.652 -2.249
H -2.886 1.557 -3.893 0.304 -1.428 1.936
H -4.760 -2.145 -3.033 1.339 2.069 0.946
H -3.377 -1.759 -1.809 -1.609 1.404 -1.382
H -6.319 -0.585 -2.181 2.475 0.972 0.896
H -5.062 0.833 -1.764 -0.280 -2.264 0.006
H -4.669 -1.928 -0.062 -1.193 2.148 -0.332
H -6.397 -1.180 0.126 2.520 0.692 -0.520
H -4.590 1.201 0.357 0.179 -2.235 1.649
H -5.526 0.324 1.799 2.038 -0.376 -1.737
H 0.806 -2.161 2.602 -2.481 -1.005 -0.057
H -0.472 -3.180 3.640 0.292 1.493 -2.178
H -0.434 -4.893 2.000 0.041 2.378 -1.189
H -1.199 -3.751 0.677 1.755 0.049 1.550
H 1.929 -4.287 1.556 -1.526 0.640 -2.032
H 1.544 -2.776 0.496 -0.902 -2.435 0.201
H 0.087 -4.801 -1.076 2.168 -0.255 0.813
H 1.872 -4.250 -1.443 -1.262 -1.469 1.593
H 3.556 -7.240 -0.512 -1.483 2.017 0.711
H 3.002 -6.399 1.136 0.261 0.020 -2.503
H 3.478 -5.278 -0.316 -0.467 -2.240 0.316
H -0.747 0.757 4.895 1.006 -0.506 -2.273
H 0.485 -0.434 4.075 -1.872 1.635 -0.564
H 0.941 2.399 4.130 -0.723 -1.610 -2.075
H 0.056 2.286 2.425 0.975 -1.148 1.706
H 2.947 1.597 3.065 -1.687 -1.362 -1.084
H 2.094 -0.048 2.410 -0.094 2.470 0.248
H 1.019 1.785 0.432 2.164 -0.157 1.258
H 2.870 1.337 0.261 -1.614 0.846 1.486
H 1.825 3.986 0.231 1.494 -0.989 1.926
H 2.164 3.934 2.086 0.780 -1.057 -1.838
H 4.684 2.680 0.665 -1.310 2.018 0.282
H 4.058 4.060 -0.470 0.108 -0.935 2.434
H 4.414 5.945 1.340 0.711 -2.550 0.421
H 5.989 4.896 1.259 -2.445 -0.282 0.391
H 4.792 3.256 3.193 -0.141 2.362 -0.154
H 3.645 4.813 3.472 2.148 -1.119 -0.720
H 3.962 2.908 5.319 0.684 1.872 1.169
H 3.316 4.487 6.165 1.982 -1.314 -0.363
H 4.555 3.347 7.055 -0.183 1.281 -2.171
H -1.981 -2.269 -7.300 0.370 1.892 1.954
H -1.608 -1.923 -5.418 -0.369 1.022 -2.231
H -0.026 -0.933 -8.046 -0.672 0.302 2.177
H -0.122 0.341 -6.647 -0.586 -2.243 -0.531
H 0.624 -2.712 -5.799 0.625 2.501 -0.513
H 1.311 -1.012 -5.134 -0.930 -1.265 -1.824
H 1.921 -1.726 -6.771 -2.150 0.350 1.428
```
Positions in Å, forces in eV/Å.

Computed properties:
* net charge: +1
* LUMO: -5.36 eV
* max |F|: 0.1740 hartree/bohr